Entry a
The following is a DFT calculation (the ωB97M-V functional and the def2-TZVPD basis) of a structure of composition C4H7NOS2.

Computed properties:
LUMO level   0.482 eV

```
! wB97M-V def2-TZVPD RIJCOSX def2/J DEFGRID3
* xyz 0 1
C 0.9178 0.0783 0.5555
C 0.0871 -1.0861 0.8149
C -1.0738 -1.2203 -0.2515
C 0.4119 1.4776 0.2079
H 0.7478 0.3208 -1.6030
H 1.5572 0.2157 1.4682
H 0.7544 -1.9876 0.8602
H -0.3948 -1.2647 1.9658
H -1.7592 -1.9895 0.2323
H -0.9306 -1.4275 -1.2713
H -0.4825 2.4461 -1.3713
N -0.4420 1.4006 -0.9611
O 0.7664 2.5966 0.6118
S 1.7865 -0.1962 -0.9089
S -1.9460 0.6363 -0.3495
*
```

Results of the Löwdin charge analysis, in e, for atoms 1 through 4:
1 C -0.698
2 C -0.342
3 C -0.308
4 C -0.614

***

Entry b
The following is a DFT calculation (the ωB97M-V functional and the def2-TZVPD basis) of an isolated molecule of C4H7NOS2.

Computed properties:
LUMO level   -1.626 eV

```
! wB97M-V def2-TZVPD RIJCOSX def2/J DEFGRID3
* xyz 0 1
C 1.1841 0.2178 -0.8472
C 0.6069 -0.5591 0.2828
C -0.9143 -0.8731 0.2002
C -1.6315 0.2468 0.6963
H 2.4833 0.5054 0.6157
H 3.5047 0.9392 -1.0005
H -1.0395 -1.1599 -0.9775
H -1.3923 -1.4778 0.9678
H -2.7490 -0.0285 1.2534
H -0.9864 0.5617 1.6923
H -1.7422 0.9650 -1.2780
N 2.4980 0.7396 -0.4279
O -1.5724 1.4067 -0.2660
S 0.4932 -0.0302 -2.3444
S 1.2574 -1.4536 1.4329
*
```

Results of the Löwdin charge analysis, in e, for atoms 1 through 4:
1 C -0.785
2 C -0.811
3 C -0.385
4 C -0.323

***

Which of them is the most stable, and which is the least stable? entry a and entry b, in that order.

***

Entry a
The following is a DFT calculation (the ωB97M-V functional and the def2-TZVPD basis) of the ion C4H9ClN with charge +1.

Computed properties:
LUMO level   -4.474 eV

```
! wB97M-V def2-TZVPD RIJCOSX def2/J DEFGRID3
* xyz 1 1
C -0.7506 -0.4382 -0.3875
C -1.5082 0.9823 -1.2951
C 0.9582 -1.4901 0.8658
C 0.9640 1.0571 0.6002
N 0.3406 -0.2562 0.3196
Cl -1.5767 -1.8968 -0.4874
H -0.5134 1.2976 -1.6280
H -2.0215 0.4970 -2.1567
H -2.1336 1.5602 -0.5570
H 1.3365 -2.0907 0.0205
H 0.1378 -2.1759 1.3370
H 1.6520 -1.1246 1.6482
H 0.3083 1.5147 1.3603
H 0.7876 1.6901 -0.2770
H 2.0192 0.8736 0.6371
*
```

Results of the Löwdin charge analysis, in e, for atoms 1 through 4:
1 C -0.570
2 C 0.061
3 C -0.037
4 C 0.031

***

Entry b
The following is a DFT calculation (the ωB97M-V functional and the def2-TZVPD basis) of a cluster of 2 separate species, C4H9ClN in total.

Computed properties:
LUMO level   -5.202 eV

```
! wB97M-V def2-TZVPD RIJCOSX def2/J DEFGRID3
* xyz 1 1
C -1.5636 2.3025 0.3669
C 0.6282 -0.1701 0.5592
C -2.4139 1.3298 0.0845
C 1.7423 -1.3588 -1.2248
N 0.7362 -0.4465 -0.6801
Cl -2.1768 0.1323 -1.1361
H -1.7378 2.9458 1.2148
H -0.6997 2.4419 -0.1706
H 1.2937 -0.6763 1.1733
H 0.2009 0.6991 1.0012
H -3.4503 1.1554 0.5630
H 2.5805 -0.7301 -1.5051
H 1.9569 -1.9102 -0.3665
H 1.3486 -1.9806 -2.0048
H -0.0402 -0.0652 -1.2392
*
```

Results of the Löwdin charge analysis, in e, for atoms 1 through 4:
1 C -0.066
2 C 0.164
3 C -0.591
4 C 0.035

***

Which of them is the most stable, and which is the least stable? entry a and entry b, in that order.

***

Entry a
The following is a DFT calculation (the ωB97M-V functional and the def2-TZVPD basis) of an isolated molecule of C6H12N2S.

Computed properties:
LUMO level   0.985 eV

```
! wB97M-V def2-TZVPD RIJCOSX def2/J DEFGRID3
* xyz 0 1
C 1.4665 -1.3308 -0.2361
C 1.4125 -2.6159 -0.4442
C 0.3880 1.0001 0.0112
C 0.1878 1.9919 -1.1174
C 1.2411 1.4262 1.1070
C -3.0241 -1.0044 0.5180
N 0.4744 -0.3448 -0.5264
N -0.6463 0.0574 0.2476
S -2.1437 0.1785 -0.5547
H 2.3986 -0.8704 -0.2069
H 2.3967 -3.0495 -0.4382
H 0.6072 -3.0189 -0.8870
H -0.6855 1.7110 -1.7547
H 1.2219 1.9739 -1.6639
H -0.0777 2.9458 -0.6092
H 1.1579 0.8081 2.1059
H 0.9739 2.4383 1.4471
H 2.3749 1.4757 0.7994
H -4.0922 -0.7624 0.4995
H -2.5804 -0.9419 1.4762
H -3.0513 -2.0679 0.2269
*
```

Results of the Löwdin charge analysis, in e, for atoms 1 through 4:
1 C -0.175
2 C 0.023
3 C -0.652
4 C -0.051

***

Entry b
The following is a DFT calculation (the ωB97M-V functional and the def2-TZVPD basis) of a cluster of 2 separate species, C6H12N2S in total.

Computed properties:
LUMO level   0.782 eV

```
! wB97M-V def2-TZVPD RIJCOSX def2/J DEFGRID3
* xyz 0 1
C -0.8620 1.9108 -1.1887
C -1.1889 3.3711 -1.2248
S -0.4296 1.4613 -2.9578
H -0.1030 1.5823 -0.4797
H -1.6582 1.2279 -0.8636
H -0.9189 3.9191 -0.3236
H -0.1936 0.1206 -2.8372
H -2.2246 3.4637 -1.5594
H -0.5918 3.9462 -1.9366
C 2.1637 -1.4363 -0.0175
C -1.1079 -1.5555 1.3585
C 1.0133 -1.5488 0.9035
C 0.8604 -2.2821 2.0352
N -0.2260 -1.0142 0.5408
N -0.4732 -2.2882 2.3173
H -2.1161 -1.1856 1.2501
H -0.9786 -2.6473 3.1122
H 1.6219 -2.7173 2.6560
H 2.2128 -2.2857 -0.7176
H 3.0895 -1.4973 0.5704
H 2.1107 -0.5446 -0.6375
*
```

Results of the Löwdin charge analysis, in e, for atoms 1 through 4:
1 C -0.604
2 C -0.218
3 S 0.635
4 H 0.042

***

Which of them is the most stable, and which is the least stable? entry b and entry a, in that order.

***

Entry a
The following is a DFT calculation (the ωB97M-V functional and the def2-TZVPD basis) of the ion C6H11NO with charge -1.

Computed properties:
⟨S²⟩   0.753
LUMO level (spin up / spin down)   3.541 / 3.500 eV

```
! wB97M-V def2-TZVPD RIJCOSX def2/J DEFGRID3
* xyz -1 2
O 2.3556 2.7824 -2.0601
C 1.8705 2.5543 -0.9630
C 1.8226 1.2328 -0.2246
C 0.9730 0.3363 -1.0557
C 0.3330 -0.7398 -0.1106
C -0.6716 -0.4134 0.7504
N -1.2407 -1.6298 1.3306
C -2.6780 -1.6748 1.0004
H 1.3347 3.3102 -0.4823
H 1.5999 1.4746 0.7585
H 2.8782 0.8668 -0.3030
H 1.5835 -0.0667 -1.8407
H 0.0938 0.8252 -1.5603
H 0.6629 -1.7678 -0.2458
H -0.8806 0.5742 1.2033
H -0.8085 -2.4863 1.0145
H -2.9695 -2.2430 -0.0109
H -3.1404 -0.6825 0.9692
H -3.1185 -2.2524 1.8300
*
```

Results of the Löwdin charge analysis, in e, for atoms 1 through 4:
1 O -0.166
2 C -0.528
3 C -0.280
4 C -0.254

***

Entry b
The following is a DFT calculation (the ωB97M-V functional and the def2-TZVPD basis) of a cluster of 2 separate species, C6H11NO in total.

Computed properties:
⟨S²⟩   0.750
LUMO level (spin up / spin down)   3.850 / 3.714 eV

```
! wB97M-V def2-TZVPD RIJCOSX def2/J DEFGRID3
* xyz -1 2
C 0.8996 1.5040 -0.0002
C 0.7272 1.0871 1.2997
N 0.5985 -0.2737 1.3437
C 0.5156 -0.6983 0.0887
C 0.8420 0.3010 -0.7608
C 0.6976 0.3950 -2.2759
C 0.0483 -2.0996 -0.1522
H 0.9383 2.4530 -0.5757
H 0.5515 1.8649 2.1384
H 0.7331 -0.9426 2.0762
H 0.0635 -0.2524 -2.8178
H 0.5459 1.3358 -2.6141
H 1.7256 0.0719 -2.4729
H 0.4053 -2.6908 0.7480
H 0.5177 -2.5454 -1.0138
H -1.1287 -2.2278 -0.0297
H -2.3365 0.3902 1.8250
H -3.3537 1.4456 1.9102
O -2.9909 0.8819 1.2831
*
```

Results of the Löwdin charge analysis, in e, for atoms 1 through 4:
1 C -0.090
2 C -0.267
3 N 0.041
4 C -0.417

***

Which of them is the most stable, and which is the least stable? entry b and entry a, in that order.

***

Entry a
The following is a DFT calculation (the ωB97M-V functional and the def2-TZVPD basis) of a cluster of 2 separate species, C4H6N4O2 in total.

Computed properties:
LUMO level   -1.627 eV

```
! wB97M-V def2-TZVPD RIJCOSX def2/J DEFGRID3
* xyz 0 1
C -0.4812 2.2917 1.8526
C -1.5398 1.3545 2.0290
C 0.8392 -1.3149 -1.3636
C 0.4656 0.1384 -1.5079
N 0.1964 1.9396 0.7523
N -1.5204 0.5332 0.9332
N -0.4675 0.8926 0.3102
N -0.7745 0.4106 -2.4223
O -0.6022 1.3672 -3.1537
O -1.6804 -0.3917 -2.3187
H -0.3090 3.3401 2.1353
H -2.3148 1.3994 2.7497
H 1.4265 -1.4875 -0.4773
H 0.0203 -1.9437 -1.2949
H 1.4516 -1.5200 -2.2883
H 1.0700 1.1176 -1.4589
*
```

Results of the Löwdin charge analysis, in e, for atoms 1 through 4:
1 C -0.171
2 C -0.136
3 C -0.036
4 C 0.082

***

Entry b
The following is a DFT calculation (the ωB97M-V functional and the def2-TZVPD basis) of a cluster of 2 separate species, C4H6N4O2 in total.

Computed properties:
LUMO level (spin up / spin down)   -2.702 / -3.299 eV

```
! wB97M-V def2-TZVPD RIJCOSX def2/J DEFGRID3
* xyz 0 1
C 2.6344 -1.0229 0.6494
C 2.6543 -0.2248 -0.5312
C -1.5556 1.4099 -0.5936
C -1.6226 0.3750 0.5172
N 1.4001 -0.9883 1.0333
N 1.4423 0.3830 -0.6526
N 0.7569 -0.2194 0.2552
N -2.0870 -0.8539 0.2166
O -2.1530 -1.6438 1.1741
O -2.4604 -1.1415 -0.8797
H 3.4381 -1.7125 0.9172
H 3.4947 0.0867 -1.1240
H -2.4283 1.3137 -1.3548
H -1.5393 2.4262 -0.1195
H -0.5395 1.2193 -1.0161
H -1.4351 0.5934 1.5084
*
```

Results of the Löwdin charge analysis, in e, for atoms 1 through 4:
1 C -0.160
2 C -0.134
3 C -0.039
4 C 0.029

***

Which of them is the most stable, and which is the least stable? entry a and entry b, in that order.

***

Entry a
The following is a DFT calculation (the ωB97M-V functional and the def2-TZVPD basis) of the ion C6H10BrN2 with charge +1.

Computed properties:
LUMO level   -3.146 eV

```
! wB97M-V def2-TZVPD RIJCOSX def2/J DEFGRID3
* xyz 1 1
C 0.6560 -0.8083 1.2492
C -0.9507 -2.2891 0.9219
C -0.2418 -0.1821 0.4016
C -1.3458 -1.1554 0.2938
C 1.1303 1.8977 -0.0237
C -0.1097 1.1002 -0.2256
N 0.2273 -2.0667 1.5006
N -0.1742 0.6738 -1.7032
Br -2.9245 -0.9681 -0.7569
H 1.5800 -0.5742 1.8268
H -1.5477 -3.1522 0.7969
H 1.9753 1.6927 -0.7148
H 0.8337 2.9543 -0.2389
H 1.4562 2.0031 0.9616
H -0.9530 1.8435 -0.1801
H 0.8462 -2.6431 2.0143
H -0.6023 -0.2112 -1.8213
H 0.7676 0.5206 -1.9759
H -0.6229 1.3644 -2.3262
*
```

Results of the Löwdin charge analysis, in e, for atoms 1 through 4:
1 C -0.038
2 C -0.140
3 C -0.242
4 C -0.618

***

Entry b
The following is a DFT calculation (the ωB97M-V functional and the def2-TZVPD basis) of the ion C6H10BrN2 with charge +1.

Computed properties:
LUMO level (spin up / spin down)   -4.404 / -4.164 eV

```
! wB97M-V def2-TZVPD RIJCOSX def2/J DEFGRID3
* xyz 1 1
C 0.4126 1.5664 1.2022
C -0.2975 0.5955 1.7178
C 0.7176 0.4732 -1.0076
C 0.4769 1.7943 -0.3427
C -1.1963 -0.9150 -0.0858
C -1.4174 -2.2432 0.4706
N 0.0393 -0.6880 -0.7879
N 1.9867 0.3890 -1.5683
Br -2.7534 0.1869 -0.4523
H 0.7893 2.4286 1.7699
H -0.5315 0.3241 2.7152
H -0.3828 2.1465 -0.7953
H 1.3307 2.4610 -0.5364
H -2.1358 -2.0157 1.2148
H -0.4860 -2.7743 0.9678
H -1.9154 -2.8586 -0.2784
H 0.4852 -1.5389 -0.9812
H 2.5232 1.2024 -1.6302
H 2.3547 -0.5343 -1.5921
*
```

Results of the Löwdin charge analysis, in e, for atoms 1 through 4:
1 C -0.138
2 C 0.104
3 C -0.213
4 C -0.099

***

Which of them is the most stable, and which is the least stable? entry a and entry b, in that order.